C34H95AlF2N8O14S2 as an isolated structure. Source: OMol25; level of theory: ωB97M-V/def2-TZVPD.

```
156
Properties=species:S:1:pos:R:3:forces:R:3
Al -0.7839 -2.4941 1.5794 0.6910 -0.0190 -1.2765
N -0.7464 -0.1035 0.0222 1.5682 -0.3223 -2.4235
S -1.5994 1.1502 0.1092 -7.4272 5.2950 5.4125
O -2.6963 1.4021 -0.8066 1.6686 -1.2737 -0.6348
O -1.0680 2.3512 0.6983 0.7380 -1.1271 -0.7391
F -2.4457 0.5665 1.3665 -0.0495 -0.2118 0.0262
S 0.0996 0.4906 -1.2686 7.2440 -3.3291 -1.2595
O 0.9668 1.6156 -1.0293 -2.3685 -0.0160 -0.5100
O -0.3275 0.0926 -2.5786 -1.1044 0.8316 0.9883
F 1.2533 -0.6354 -0.9932 -0.5585 -0.2377 -0.4044
C -5.3949 -1.6466 -0.3643 -1.0348 1.0389 0.2442
C -4.1455 -1.9378 0.4553 -0.9822 -1.3529 0.6997
C -4.4918 -3.1942 1.2780 -0.9285 -0.1810 0.1081
O -3.4445 -3.8607 1.9887 0.0416 0.9514 -0.6365
C -4.0145 -4.8626 2.8303 0.7677 0.3221 0.7195
N -3.0100 -2.2093 -0.4126 0.5045 0.8847 -0.2536
H -5.7508 -2.5005 -0.9412 0.1951 -0.0528 -0.0316
H -5.3717 -0.7623 -1.0070 0.8077 -0.1879 -0.2487
H -6.2238 -1.3182 0.2724 0.0379 -0.5076 0.3494
H -3.9307 -1.1293 1.1520 0.2774 0.1242 -0.2604
H -5.0345 -3.9144 0.6524 0.5140 -0.2155 -0.3740
H -5.2903 -2.9357 1.9831 0.2205 0.3926 0.2347
H -4.3436 -5.7369 2.2691 -0.0734 0.0778 -0.0604
H -4.8189 -4.4348 3.4326 -0.2087 -0.1096 -0.1787
H -3.2234 -5.1205 3.5343 -0.0682 -0.3490 -0.0867
H -2.9283 -1.3493 -0.9645 0.8108 0.1531 0.2922
H -3.3226 -2.8312 -1.1600 0.1124 -0.6132 0.4354
C -0.0802 -4.4490 -2.9336 -0.6647 -0.8254 -0.4384
C -0.5403 -4.2404 -1.4666 0.9505 1.0499 -0.8838
C -0.8819 -5.5355 -0.7627 -0.8068 0.7385 -0.4383
O -1.0350 -5.2655 0.6194 0.6277 0.1219 -0.1238
C -1.2158 -6.4157 1.4023 -0.6930 -0.6359 1.0738
N 0.5484 -3.5401 -0.7730 -0.4632 -0.3350 0.7306
H -0.1555 -3.5545 -3.5502 0.1623 0.2253 0.3237
H -0.7049 -5.1862 -3.4488 -0.2652 -0.0005 0.2413
H 0.9283 -4.8549 -3.0207 0.0676 0.2313 0.3297
H -1.3746 -3.5374 -1.4520 -0.1319 -0.2604 -0.0682
H -0.1374 -6.2936 -1.0240 0.1013 -0.1484 0.4985
H -1.8549 -5.8316 -1.1673 0.0729 -0.4249 -0.0500
H -2.1908 -6.8951 1.2620 -0.0126 0.1005 -0.4647
H -1.2317 -6.1267 2.4548 0.2656 0.2145 -0.0744
H -0.4571 -7.1942 1.2895 0.2302 0.2685 -0.3261
H 1.2689 -4.2401 -0.6062 -0.1109 -0.1737 1.1079
H 1.1382 -2.9427 -1.3739 -0.6799 0.6221 -0.2434
C 0.9757 0.3612 5.1193 -0.6416 0.0579 0.7534
C -0.1962 -0.6072 4.8569 1.4708 0.7425 -0.2694
C -1.2646 -0.0219 3.9472 0.4359 -0.2668 -0.0359
O -2.1446 -1.0694 3.5202 0.3673 0.3788 -0.4203
C -3.1713 -1.3043 4.4780 -0.8007 -0.5205 -0.7091
N 0.4281 -1.7776 4.1743 -1.2295 -0.9029 0.4197
H 0.5991 1.3215 5.4777 0.0345 0.2705 -0.7058
H 1.6449 0.3973 4.2620 -0.1302 0.4931 -0.0360
H 1.5435 0.0492 5.9998 0.1137 -0.4723 -0.2043
H -0.5865 -0.8333 5.8519 -0.3393 -0.5193 -0.2233
H -0.8238 0.3893 3.0381 0.1760 0.0484 0.0816
H -1.8160 0.7725 4.4526 -0.0771 0.0406 -0.0328
H -3.7970 -0.4225 4.6391 0.3872 0.2654 -0.0392
H -2.7752 -1.6497 5.4331 -0.1085 -0.2248 -0.0738
H -3.8211 -2.0100 3.9563 0.0369 -0.3674 0.6284
H 1.3632 -1.8757 4.5598 0.3194 0.1213 -0.6303
H -0.0196 -2.6337 4.4981 -0.1952 0.0257 -0.0618
C 4.3381 -4.4419 2.5466 0.2186 1.2870 0.1498
C 3.0432 -3.6004 2.3329 2.9146 -1.9130 -2.2242
C 3.3698 -2.4471 1.3136 -1.1476 -0.4054 2.4207
O 2.2149 -1.6482 1.4273 -1.0227 1.0802 -0.8604
C 2.4201 -0.2287 1.5357 1.0499 -0.9145 0.3656
N 2.0908 -4.5537 1.7746 -1.7458 0.3408 0.9429
H 4.8502 -4.6537 1.6065 -0.1719 -0.0793 -0.1060
H 4.1145 -5.3817 3.0475 0.1554 0.0801 0.1973
H 5.0178 -3.8129 3.1274 0.2375 -0.4416 0.2073
H 2.7721 -3.2565 3.3272 -0.5763 0.4229 -0.3218
H 3.5443 -2.7125 0.2676 0.1662 -0.4091 0.2012
H 4.2439 -1.9438 1.7378 0.0531 0.2167 -0.3390
H 3.0383 -0.1083 2.4314 -0.3512 0.5316 0.2391
H 1.4425 0.2385 1.5942 0.1114 0.1873 0.0884
H 3.0281 0.1782 0.7248 -0.3940 -0.1123 -0.3070
H 2.4306 -5.0170 0.9414 0.3687 0.2540 -0.1076
H 2.0178 -5.3042 2.4558 -0.3191 -0.0480 -0.0935
C 4.0016 -3.5240 -4.1719 0.3382 0.2301 0.2707
C 3.9493 -2.7865 -2.8236 -0.7604 -1.0486 -0.3249
C 4.6875 -1.4579 -2.7959 0.1945 -0.5033 -0.3200
O 4.4161 -0.8373 -1.5634 0.3137 -0.0673 0.3043
C 5.0205 0.4405 -1.4668 -0.3883 0.6579 -0.1981
N 2.5467 -2.6120 -2.4580 -0.3250 0.6012 0.6319
H 3.3716 -4.4117 -4.2368 -0.0840 -0.0022 0.5564
H 5.0180 -3.8722 -4.3553 0.0122 0.2733 -0.3632
H 3.6247 -2.8730 -4.9623 0.3913 0.1398 -0.1022
H 4.3912 -3.4035 -2.0341 0.0791 -0.1173 -0.0746
H 4.3791 -0.8378 -3.6443 0.0674 0.1579 0.0344
H 5.7515 -1.7128 -2.8638 0.1083 0.3332 -0.2046
H 6.0886 0.4741 -1.6939 0.0430 -0.4432 -0.0005
H 4.8782 0.8239 -0.4576 -0.0395 -0.1484 0.0423
H 4.5209 1.1206 -2.1636 0.0409 0.0862 -0.0158
H 2.5462 -2.0166 -1.6338 0.2304 0.2950 -0.1327
H 2.0310 -2.0719 -3.1654 0.3793 -0.2323 -0.1237
C -2.6664 4.9370 -4.5818 1.1370 -0.1279 0.6164
C -2.3033 4.1408 -3.3211 0.0199 -0.1180 0.5335
C -1.3182 4.7934 -2.2858 -0.6703 -0.5148 0.0263
O -2.0251 5.7466 -1.5014 0.0703 0.1239 -0.4132
C -1.1613 6.6539 -0.8661 0.9242 -0.3928 0.1798
N -3.5067 3.8145 -2.5864 -0.7018 0.1264 0.9040
H -3.0200 5.9182 -4.2683 -0.5278 -0.0891 -0.3206
H -3.3400 4.3250 -5.1750 -0.4256 0.4135 0.0922
H -1.7815 5.1068 -5.1985 0.1225 0.0020 0.0759
H -1.9197 3.1553 -3.5961 0.5282 0.1845 -0.2172
H -0.4096 5.2269 -2.7083 -0.0326 0.0542 -0.2307
H -1.0609 3.9809 -1.5988 0.4536 -0.1056 -0.0651
H -0.4782 7.0943 -1.6010 -0.4472 0.6735 -0.0421
H -0.4409 6.1762 -0.1843 -0.2969 -0.4557 0.1773
H -1.7398 7.3435 -0.2584 -0.0583 0.2689 -0.4157
H -3.3705 3.0557 -1.9254 0.1337 -0.2497 -0.3877
H -3.7696 4.5816 -1.9691 -0.1917 0.2218 -0.5008
C 2.1196 4.1988 0.9547 -1.1587 -0.8000 -0.8842
C 1.6877 5.0193 2.1479 0.6437 0.5119 -0.3838
C 0.3090 4.6797 2.7348 0.3359 0.1682 0.0690
O -0.0471 5.4798 3.8500 -0.1538 -0.1002 1.0031
C -0.4122 6.8487 3.6684 1.0405 -0.7894 -0.7037
N 2.7986 4.9769 3.1126 -0.9201 0.2643 0.3586
H 2.8726 4.6828 0.3321 0.1276 0.1278 0.2861
H 1.2618 4.0236 0.2951 0.0213 0.1081 -0.0751
H 2.4668 3.1927 1.1998 0.1318 0.0979 0.3542
H 1.6472 6.0517 1.7669 -0.5092 0.0013 -0.0368
H 0.2622 3.6877 3.1877 0.3071 -0.3031 -0.5043
H -0.4605 4.7567 1.9597 0.0736 -0.0739 -0.1633
H 0.3509 7.2385 2.9898 -0.4029 0.6689 -0.0550
H -0.3098 7.3323 4.6356 -0.2315 0.0175 -0.0240
H -1.4161 6.9315 3.2491 -0.0020 0.1574 0.0207
H 3.5808 5.3696 2.5984 0.2444 -0.0561 0.3106
H 2.5387 5.6713 3.8116 0.4577 -0.1847 0.2856
C -4.2207 3.1253 4.2344 0.1464 -0.7031 -0.5722
C -2.9236 3.7314 3.7495 -0.4065 0.8086 0.5946
O -1.9602 3.5726 4.7769 0.4236 -0.6336 -0.0752
H -4.5384 3.5722 5.1729 -0.1497 0.0440 -0.1030
H -4.1027 2.0459 4.3746 0.1324 -0.0221 0.2630
H -4.9700 3.1940 3.4435 -0.1935 0.3606 0.2139
H -3.1028 4.8064 3.6329 0.0493 0.0031 -0.3533
H -2.6289 3.3170 2.7799 0.2229 -0.1015 0.0691
H -1.2110 4.1714 4.6147 -0.2249 0.1598 0.0069
C 1.4130 2.7677 -4.4205 -0.4821 0.8907 -0.6924
C 2.5761 2.6600 -5.4191 -0.9801 -0.0790 1.0603
O 3.2897 1.4852 -5.1239 0.7350 -0.5412 -0.2027
H 0.9435 3.7538 -4.5189 0.2031 0.1016 0.2361
H 1.7445 2.6176 -3.3946 0.0467 0.0209 -0.0197
H 0.5723 2.1060 -4.6477 0.2810 -0.4444 -0.0046
H 3.2508 3.5013 -5.2568 0.0500 -0.0886 -0.2485
H 2.1906 2.6671 -6.4449 0.1766 0.0769 -0.0137
H 2.6623 0.7702 -4.9648 -0.0050 0.0540 0.1152
C -0.1962 -1.1873 -6.2922 -0.8078 -1.0784 -1.0486
C 1.2363 -0.9553 -5.9554 -0.1570 -0.3638 -0.0769
O 1.4262 -0.8927 -4.5394 0.7371 0.0502 0.0292
H -0.3270 -1.1301 -7.3767 -0.0746 0.5291 0.0451
H -0.9297 -0.5560 -5.7906 0.2084 0.2547 -0.0388
H -0.4808 -2.2334 -6.1381 0.0356 0.0377 0.5527
H 1.6222 -0.0879 -6.4985 0.0278 0.2750 0.4848
H 1.8203 -1.8031 -6.3198 0.0930 0.0248 0.1019
H 0.6315 -0.6337 -4.0593 -0.1435 0.3395 -0.3933
```
Forces are in eV/Å.

Its net charge is +2. As for the HOMO-LUMO gap: 1.730 eV. The HOMO energy comes out at -12.09 eV. As for the spin multiplicity: 1. For the electronic energy, the calculation gives -4081.46087 hartree.